1.
Here is a molecular structure, C15H21N4O7PS from the Open Molecules 2025 dataset. Energies are from ωB97M-V/def2-TZVPD.

CARTESIAN COORDINATES (ANGSTROEM)
N1 -1.762 1.782 1.613
C1 -2.146 0.853 2.199
O1 -2.485 -0.296 2.746
C2 -2.013 -1.318 1.888
C3 -2.781 -1.883 0.938
P1 -4.532 -1.278 0.829
N2 -5.348 -1.965 1.994
C4 -2.290 -2.933 0.063
C5 -1.020 -3.408 0.155
C6 -0.172 -2.825 1.197
N3 1.117 -3.117 1.525
S1 1.518 -2.142 2.751
N4 0.151 -1.276 3.003
C7 -0.652 -1.767 2.066
H1 -5.069 -1.656 -0.437
H2 -4.548 0.140 0.965
H3 -4.729 -2.573 2.523
H4 -2.989 -3.344 -0.669
H5 -0.689 -4.204 -0.512
C8 -1.223 4.659 3.040
C9 -0.034 4.321 2.166
O2 0.481 5.498 1.519
C10 1.236 6.287 2.279
O3 1.531 6.100 3.430
O4 1.600 7.344 1.543
C11 2.349 8.321 2.264
H6 -1.980 5.195 2.464
H7 -1.666 3.753 3.451
H8 -0.931 5.305 3.868
H9 -0.342 3.645 1.375
H10 0.752 3.819 2.733
H11 3.206 7.873 2.765
H12 1.707 8.826 2.986
H13 2.709 9.052 1.543
C12 1.236 -3.541 -6.342
C13 1.103 -2.603 -5.160
O5 1.096 -3.325 -3.920
C14 2.291 -3.730 -3.487
O6 3.346 -3.535 -4.028
O7 2.110 -4.410 -2.353
C15 3.284 -4.976 -1.796
H14 0.467 -4.315 -6.305
H15 1.143 -2.993 -7.279
H16 2.201 -4.048 -6.334
H17 0.149 -2.080 -5.213
H18 1.888 -1.846 -5.158
H19 4.057 -4.220 -1.667
H20 3.664 -5.798 -2.404
H21 3.011 -5.369 -0.820

## Properties
**HOMO energy**: -9.0 eV
**Kohn-Sham gap**: 7.5 eV
**Molecular weight**: 432.395 u
**Energy**: -56309.5913 eV
**Energy above the lowest of the compared OMol25 structures with the same formula, charge and spin**: 0.0 kcal/mol
**Maximum force**: 0.04809 hartree/bohr
**LUMO**: -1.48 eV



2.
Here is a molecular structure, C17H20GaN6O12S from the Open Molecules 2025 dataset. Energies are from ωB97M-V/def2-TZVPD.

CARTESIAN COORDINATES (ANGSTROEM)
Ga1 -0.181 -1.076 -1.234
O1 2.931 1.222 -0.088
C1 2.139 0.284 -0.028
O2 1.567 -0.236 -1.054
C2 1.838 -0.307 1.328
C3 2.798 -0.163 2.303
C4 2.582 -0.661 3.584
C5 1.392 -1.270 3.921
C6 0.412 -1.372 2.957
C7 0.593 -0.948 1.608
O3 -0.322 -1.125 0.733
N1 -0.854 -1.969 3.390
O4 -1.882 -1.598 2.859
O5 -0.816 -2.738 4.338
N2 3.613 -0.513 4.603
O6 3.359 -0.898 5.732
O7 4.654 0.032 4.287
H1 3.716 0.352 2.060
H2 1.218 -1.649 4.916
C8 -1.982 -3.792 -0.044
C9 -2.710 -2.662 -0.668
N3 -2.193 -1.547 -1.133
C10 -3.223 -0.791 -1.644
C11 -4.389 -1.455 -1.462
N4 -4.046 -2.639 -0.841
H3 -1.263 -3.407 0.675
H4 -1.436 -4.346 -0.808
H5 -2.686 -4.449 0.469
H6 -3.037 0.165 -2.095
H7 -5.403 -1.206 -1.713
H8 -4.666 -3.381 -0.574
C12 -0.997 2.043 1.143
N5 -0.260 2.577 0.013
C13 0.640 3.676 0.315
C14 0.928 4.468 -0.943
C15 1.432 3.518 -2.008
N6 0.506 2.409 -2.178
C16 0.651 1.676 -3.423
C17 -0.222 1.911 -1.171
O8 -0.920 0.870 -1.323
H9 -0.306 1.834 1.966
H10 -1.496 1.121 0.870
H11 -1.733 2.775 1.486
H12 1.568 3.275 0.738
H13 0.162 4.302 1.073
H14 1.667 5.245 -0.747
H15 0.009 4.951 -1.287
H16 2.412 3.113 -1.744
H17 1.517 4.027 -2.971
H18 1.669 1.290 -3.499
H19 0.450 2.353 -4.257
H20 -0.029 0.832 -3.468
O9 1.297 -3.261 -3.832
S1 0.136 -2.898 -3.069
O10 -0.153 -1.378 -3.175
O11 0.412 -2.928 -1.548
O12 -1.066 -3.658 -3.344

## Properties
**HOMO energy**: -6.3 eV
**Kohn-Sham gap**: 8.4 eV
**Molecular weight**: 602.167 u
**Energy**: -114678.9046 eV
**Energy above the lowest of the compared OMol25 structures with the same formula, charge and spin**: 0.0 kcal/mol
**Maximum force**: 0.01099 hartree/bohr
**Total charge**: -1
**LUMO**: 2.08 eV



3.
Here is a gas-phase ion, C9H13O2 (charge -1) from the Open Molecules 2025 dataset. Energies are from ωB97M-V/def2-TZVPD.

CARTESIAN COORDINATES (ANGSTROEM)
C1 2.383 -0.619 0.153
C2 2.629 0.663 -0.052
C3 1.107 -1.304 0.164
C4 -0.275 0.784 0.437
C5 -0.142 -0.525 -0.305
C6 -0.442 0.629 1.926
C7 -1.143 1.845 -0.183
C8 -1.361 -1.458 -0.117
C9 0.052 -0.307 -1.814
O1 3.157 1.723 -0.225
O2 1.044 -2.496 0.457
H1 3.219 -1.286 0.366
H2 -0.169 1.551 2.449
H3 0.213 -0.165 2.288
H4 -1.472 0.376 2.243
H5 -0.694 2.260 -1.092
H6 -1.273 2.669 0.524
H7 -2.159 1.491 -0.458
H8 -1.504 -1.673 0.939
H9 -1.212 -2.406 -0.636
H10 -2.259 -0.975 -0.507
H11 -0.859 0.087 -2.263
H12 0.294 -1.252 -2.302
H13 0.868 0.390 -1.992

## Properties
**HOMO energy (alpha / beta)**: -1.5 / -1.5 eV
**Kohn-Sham gap (alpha / beta)**: 5.3 / 5.2 eV
**Molecular weight**: 153.201 u
**Energy**: -13637.4290 eV
**Energy above the lowest of the compared OMol25 structures with the same formula, charge and spin**: 0.0 kcal/mol
**Maximum force**: 0.05368 hartree/bohr
**Total charge**: -1
**LUMO (alpha / beta)**: 3.74 / 3.74 eV



4.
Here is 2 unconnected molecules or ions with the total composition C5H14 from the Open Molecules 2025 dataset. Energies are from ωB97M-V/def2-TZVPD.

CARTESIAN COORDINATES (ANGSTROEM)
C1 -0.969 -0.825 0.855
C2 -0.392 0.261 1.761
C3 -1.452 1.273 2.253
H1 -1.491 -0.354 0.060
H2 -1.468 -1.483 1.581
H3 -0.086 -1.272 0.304
H4 0.096 -0.163 2.646
H5 0.418 0.849 1.164
H6 -1.855 1.754 1.359
H7 -2.318 0.920 2.865
H8 -0.835 1.774 2.988
C4 1.061 -0.617 -1.555
C5 1.590 -0.133 -2.913
H9 1.528 -1.526 -1.146
H10 1.371 0.194 -0.818
H11 -0.022 -0.708 -1.560
H12 1.661 -0.933 -3.626
H13 2.520 0.477 -2.872
H14 0.642 0.513 -3.347

## Properties
**HOMO energy**: -10.8 eV
**Kohn-Sham gap**: 11.8 eV
**Molecular weight**: 74.167 u
**Energy**: -5410.7190 eV
**Energy above the lowest of the compared OMol25 structures with the same formula, charge and spin**: 30.7 kcal/mol
**Maximum force**: 0.06423 hartree/bohr
**LUMO**: 1.06 eV
**SMILES**: CCC.CC



5.
Here is 2 unconnected molecules or ions with the total composition C3H10N2O2 from the Open Molecules 2025 dataset. Energies are from ωB97M-V/def2-TZVPD.

CARTESIAN COORDINATES (ANGSTROEM)
N1 -0.886 0.105 0.740
C1 -0.153 -0.473 -0.387
C2 -0.268 0.403 -1.667
C3 0.608 -0.136 -2.768
N2 -0.115 -0.447 -3.900
O1 1.798 -0.209 -2.639
H1 -0.873 1.118 0.822
H2 -0.373 -0.199 1.566
H3 0.894 -0.699 -0.177
H4 -0.617 -1.421 -0.665
H5 -0.045 1.435 -1.390
H6 -1.336 0.329 -1.872
H7 0.237 -0.952 -4.692
H8 -0.813 0.212 -4.186
O2 0.294 0.097 7.243
H9 0.386 0.894 6.687
H10 1.262 -0.059 7.285

## Properties
**HOMO energy**: -9.5 eV
**Kohn-Sham gap**: 10.3 eV
**Molecular weight**: 106.125 u
**Energy**: -10348.2396 eV
**Energy above the lowest of the compared OMol25 structures with the same formula, charge and spin**: 28.8 kcal/mol
**Maximum force**: 0.03913 hartree/bohr
**LUMO**: 0.79 eV
**SMILES**: NCCC(N)=O.O



6.
Here is C4H2O2 in the gas phase from the Open Molecules 2025 dataset. Energies are from ωB97M-V/def2-TZVPD.

CARTESIAN COORDINATES (ANGSTROEM)
C1 -0.446 -0.755 -0.067
C2 -0.607 0.621 0.055
C3 -1.636 -1.616 0.017
C4 -2.983 0.596 -0.018
O1 -1.719 1.252 -0.013
O2 -2.833 -0.690 0.013
H1 0.669 -1.050 -0.230
H2 0.292 1.221 0.139

## Properties
**HOMO energy**: -9.7 eV
**Kohn-Sham gap**: 8.7 eV
**Molecular weight**: 82.058 u
**Energy**: -8269.0254 eV
**Energy above the lowest of the compared OMol25 structures with the same formula, charge and spin**: 80.8 kcal/mol
**Maximum force**: 0.05988 hartree/bohr
**LUMO**: -1.00 eV